# 1
This record from OMol25 describes 19 unconnected molecules or ions with the total composition C76H190O38 in a non-equilibrium geometry. The level of theory is ωB97M-V/def2-TZVPD.

ORCA input file:
```
! wB97M-V def2-TZVPD RIJCOSX def2/J DEFGRID3
* xyz 0 1
C -2.192 2.110 -6.590
O -2.328 1.504 -7.901
C -3.692 1.538 -8.278
C -3.962 2.570 -9.392
O -3.468 2.251 -10.678
C -2.075 2.333 -10.844
H -1.155 2.342 -6.345
H -2.431 1.359 -5.837
H -2.758 3.041 -6.556
H -4.411 1.485 -7.461
H -3.785 0.551 -8.732
H -3.652 3.564 -9.072
H -5.025 2.711 -9.584
H -1.837 2.665 -11.855
H -1.698 1.311 -10.871
H -1.635 2.896 -10.021
C -2.254 -7.049 -6.578
O -1.990 -5.685 -6.138
C -3.178 -4.890 -5.960
C -2.885 -3.323 -5.760
O -2.031 -2.929 -6.876
C -2.305 -1.690 -7.434
H -3.281 -7.205 -6.907
H -2.058 -7.743 -5.761
H -1.523 -7.325 -7.338
H -3.552 -5.255 -5.004
H -3.973 -5.137 -6.663
H -2.341 -3.104 -4.841
H -3.831 -2.798 -5.628
H -3.290 -1.783 -7.892
H -1.567 -1.542 -8.223
H -2.350 -0.810 -6.792
C 3.788 -6.969 -2.378
O 2.945 -5.916 -2.286
C 2.479 -5.913 -0.900
C 1.297 -4.944 -0.621
O 0.127 -5.229 -1.417
C 0.195 -5.042 -2.860
H 4.780 -6.839 -1.945
H 3.877 -7.251 -3.427
H 3.426 -7.905 -1.952
H 3.378 -5.630 -0.353
H 2.088 -6.860 -0.530
H 1.566 -3.925 -0.899
H 1.006 -4.874 0.427
H 0.615 -4.046 -3.005
H -0.803 -5.134 -3.287
H 0.791 -5.749 -3.436
C 1.420 0.293 2.222
O 0.243 0.080 1.522
C 0.373 -0.947 0.549
C -0.952 -1.071 -0.301
O -1.149 -0.028 -1.124
C -2.276 -0.198 -1.975
H 2.338 0.635 1.742
H 1.549 -0.508 2.950
H 1.302 1.212 2.796
H 0.654 -1.793 1.177
H 1.254 -0.647 -0.019
H -1.774 -1.222 0.400
H -0.760 -1.956 -0.907
H -2.527 -1.211 -2.288
H -2.291 0.470 -2.836
H -3.120 0.110 -1.359
C -4.802 6.553 0.988
O -4.502 5.480 0.072
C -4.196 5.951 -1.195
C -4.080 4.777 -2.139
O -5.314 4.089 -2.531
C -5.937 3.390 -1.514
H -5.629 7.247 0.840
H -4.006 7.294 1.065
H -4.987 6.167 1.991
H -3.223 6.442 -1.157
H -5.045 6.539 -1.544
H -3.551 3.979 -1.618
H -3.553 5.073 -3.046
H -5.898 2.304 -1.602
H -6.941 3.795 -1.636
H -5.663 3.658 -0.494
C -6.578 -4.738 -8.348
O -6.285 -3.828 -7.364
C -6.919 -2.505 -7.492
C -8.135 -2.244 -6.672
O -7.785 -2.219 -5.268
C -7.400 -3.441 -4.603
H -6.120 -4.446 -9.293
H -7.667 -4.783 -8.391
H -6.227 -5.725 -8.044
H -7.165 -2.352 -8.543
H -6.204 -1.695 -7.350
H -9.035 -2.846 -6.793
H -8.456 -1.229 -6.908
H -8.243 -4.075 -4.329
H -6.895 -3.197 -3.669
H -6.669 -3.968 -5.215
C -4.007 4.069 3.508
O -3.235 3.377 4.473
C -2.386 4.225 5.321
C -1.309 3.507 6.261
O -1.872 2.354 6.886
C -1.003 1.515 7.756
H -4.161 3.317 2.735
H -3.359 4.799 3.021
H -4.877 4.480 4.020
H -3.153 4.755 5.886
H -2.044 4.938 4.570
H -0.886 4.206 6.983
H -0.402 3.145 5.777
H -0.016 1.335 7.331
H -1.518 0.589 8.011
H -0.890 2.017 8.718
C -0.909 2.903 -2.529
O 0.523 2.762 -2.712
C 1.007 1.490 -3.399
C 2.418 1.112 -2.923
O 3.414 1.959 -3.285
C 3.802 3.004 -2.395
H -1.197 2.239 -1.714
H -1.455 2.737 -3.458
H -1.220 3.891 -2.190
H 0.840 1.535 -4.476
H 0.306 0.770 -2.977
H 2.673 0.136 -3.336
H 2.424 0.884 -1.857
H 4.490 3.594 -3.000
H 4.303 2.621 -1.506
H 2.952 3.661 -2.210
C -2.087 0.216 3.692
O -3.512 0.302 3.564
C -4.076 -0.125 2.353
C -5.559 0.334 2.309
O -6.217 0.425 1.083
C -6.371 -0.766 0.251
H -1.711 -0.808 3.714
H -1.708 0.555 4.656
H -1.603 0.930 3.025
H -4.024 -1.199 2.174
H -3.529 0.241 1.484
H -5.582 1.292 2.829
H -6.267 -0.289 2.855
H -6.598 -1.625 0.883
H -5.521 -0.946 -0.407
H -7.240 -0.667 -0.399
C 4.863 -0.656 -0.744
O 5.248 -0.867 -2.054
C 4.753 -2.067 -2.627
C 5.251 -3.378 -2.126
O 6.682 -3.506 -2.195
C 7.172 -4.795 -1.935
H 5.381 -1.215 0.036
H 3.794 -0.778 -0.571
H 5.133 0.387 -0.576
H 4.961 -1.972 -3.693
H 3.679 -2.104 -2.447
H 4.790 -4.196 -2.681
H 4.781 -3.541 -1.157
H 6.961 -5.284 -2.886
H 6.612 -5.256 -1.122
H 8.206 -4.807 -1.589
C 6.154 8.151 -1.559
O 5.586 6.984 -2.056
C 4.299 6.749 -1.459
C 4.246 6.510 0.024
O 4.451 5.098 0.271
C 5.638 4.821 1.108
H 6.674 8.120 -0.601
H 5.502 9.009 -1.395
H 6.836 8.517 -2.326
H 3.764 5.915 -1.912
H 3.606 7.533 -1.763
H 3.225 6.709 0.350
H 4.858 7.133 0.677
H 5.541 5.218 2.118
H 6.527 5.375 0.805
H 5.952 3.779 1.171
C 4.454 4.709 5.503
O 5.807 4.992 5.991
C 6.851 4.119 5.626
C 8.258 4.377 6.368
O 9.269 4.158 5.437
C 10.497 4.732 5.749
H 4.572 4.171 4.562
H 4.000 5.695 5.408
H 3.814 4.139 6.176
H 7.010 4.307 4.564
H 6.527 3.090 5.780
H 8.371 3.778 7.272
H 8.387 5.416 6.671
H 10.786 4.641 6.796
H 10.576 5.792 5.506
H 11.293 4.348 5.110
C -7.293 4.032 -7.490
O -6.964 2.721 -7.140
C -7.205 2.426 -5.792
C -6.609 1.061 -5.285
O -5.181 1.119 -5.221
C -4.593 -0.103 -4.772
H -6.897 4.106 -8.503
H -6.750 4.772 -6.902
H -8.381 4.057 -7.539
H -8.285 2.469 -5.650
H -6.780 3.264 -5.239
H -7.031 0.207 -5.816
H -6.895 0.871 -4.251
H -4.698 -0.997 -5.387
H -4.999 -0.317 -3.784
H -3.535 -0.033 -4.519
C 1.418 -0.807 5.949
O 2.622 -1.226 5.465
C 3.724 -0.749 6.328
C 5.048 -0.843 5.505
O 6.110 -0.539 6.381
C 7.464 -0.749 5.873
H 1.137 -1.161 6.941
H 0.676 -1.169 5.237
H 1.327 0.275 5.858
H 3.762 -1.403 7.199
H 3.552 0.284 6.630
H 5.016 -0.240 4.598
H 5.299 -1.877 5.266
H 7.467 -0.876 4.790
H 7.762 -1.767 6.125
H 8.261 -0.093 6.221
C -8.606 -3.495 -0.904
O -8.191 -3.929 0.408
C -7.272 -5.035 0.386
C -5.885 -4.524 0.138
O -5.363 -4.021 1.307
C -3.956 -4.116 1.415
H -9.481 -3.989 -1.325
H -7.783 -3.808 -1.546
H -8.695 -2.410 -0.970
H -7.577 -5.856 -0.262
H -7.383 -5.396 1.408
H -5.856 -3.640 -0.498
H -5.332 -5.299 -0.394
H -3.512 -5.093 1.226
H -3.777 -3.876 2.463
H -3.425 -3.374 0.818
C 7.920 0.215 2.149
O 8.590 0.881 3.205
C 9.903 0.325 3.451
C 10.669 1.143 4.458
O 12.079 0.905 4.283
C 12.934 1.854 4.920
H 6.865 0.441 1.990
H 7.867 -0.837 2.428
H 8.509 0.285 1.234
H 10.454 0.331 2.510
H 9.828 -0.658 3.916
H 10.279 1.050 5.471
H 10.570 2.208 4.247
H 12.774 1.670 5.982
H 12.860 2.899 4.618
H 13.956 1.611 4.631
C -1.002 -6.969 1.709
O -1.162 -6.026 2.749
C -0.566 -6.408 3.987
C 1.000 -6.264 3.886
O 1.243 -4.985 3.353
C 2.532 -4.793 2.763
H -1.468 -7.930 1.925
H 0.027 -6.957 1.347
H -1.636 -6.648 0.882
H -0.909 -7.402 4.277
H -0.984 -5.617 4.609
H 1.427 -7.081 3.304
H 1.525 -6.174 4.837
H 2.875 -5.338 1.884
H 3.176 -4.895 3.636
H 2.707 -3.750 2.497
C 0.712 -3.982 6.639
O 1.271 -5.319 6.975
C 1.683 -5.462 8.329
C 0.665 -5.103 9.409
O -0.478 -5.914 9.348
C -1.769 -5.176 9.464
H 0.615 -3.690 5.594
H 1.359 -3.212 7.059
H -0.305 -3.786 6.981
H 2.674 -5.068 8.552
H 1.918 -6.526 8.334
H 0.352 -4.060 9.447
H 1.053 -5.200 10.423
H -1.958 -4.665 10.408
H -2.593 -5.853 9.238
H -1.922 -4.479 8.640
C -0.038 8.231 0.853
O 0.988 7.887 -0.074
C 0.754 6.630 -0.784
C 0.628 5.285 -0.057
O -0.484 5.190 0.850
C -0.574 3.799 1.310
H -1.012 8.026 0.409
H 0.042 9.318 0.870
H 0.016 7.742 1.826
H 1.344 6.591 -1.701
H -0.226 6.548 -1.255
H 1.553 5.055 0.473
H 0.582 4.557 -0.867
H -0.658 3.115 0.466
H -1.319 3.590 2.078
H 0.369 3.742 1.854
*
```

Gap between HOMO and LUMO (hartree): 0.3412
Energy relative to the best compared isomer or geometry (same formula, charge and spin) (kJ/mol): 993.2

Löwdin atomic charge list, values in e, 2 entries: atom 1 (C): -0.0729, atom 2 (O): -0.2042

# 2
This record from OMol25 describes a single CH2FNOS molecule in a non-equilibrium geometry. The level of theory is ωB97M-V/def2-TZVPD.

ORCA input file:
```
! wB97M-V def2-TZVPD RIJCOSX def2/J DEFGRID3
* xyz 0 1
C 0.569 0.201 0.144
N 1.786 0.641 0.160
O -0.587 0.840 -0.023
F 0.335 -1.194 0.091
S -2.549 0.403 0.003
H 2.455 0.012 -0.081
H -2.010 -0.903 -0.293
*
```

Gap between HOMO and LUMO (hartree): 0.2815
Structure (SMILES): [H]/N=C(\F)OS
Energy relative to the best compared isomer or geometry (same formula, charge and spin) (kJ/mol): 281.1

Löwdin atomic charge list, values in e, 2 entries: atom 1 (C): -0.5144, atom 2 (N): 0.1702

# 3
This record from OMol25 describes a molecular structure, C20H28BrN3O5PtS in a non-equilibrium geometry. The level of theory is ωB97M-V/def2-TZVPD.

ORCA input file:
```
! wB97M-V def2-TZVPD RIJCOSX def2/J DEFGRID3
* xyz 2 1
Pt 0.557 -0.229 -0.315
C -5.023 -6.638 -1.135
C -4.203 -5.397 -1.300
C -4.313 -4.616 -2.453
C -3.554 -3.472 -2.619
C -2.653 -3.122 -1.618
C -2.530 -3.862 -0.449
C -3.308 -4.998 -0.307
S -1.717 -1.645 -1.895
C -0.605 -2.170 -3.194
O -0.796 -1.633 -0.599
H -5.920 -6.605 -1.750
H -5.315 -6.781 -0.096
H -4.445 -7.513 -1.438
H -5.014 -4.900 -3.226
H -3.677 -2.867 -3.509
H -1.851 -3.556 0.332
H -3.224 -5.586 0.598
H -0.155 -3.120 -2.915
H 0.146 -1.393 -3.326
H -1.196 -2.269 -4.103
C 1.641 -2.680 1.444
N 1.019 -2.163 2.646
C 0.278 -1.053 2.694
N -0.243 -0.668 3.855
O 0.049 -0.308 1.679
H 2.295 -3.503 1.720
H 2.284 -1.921 0.976
H 0.906 -3.045 0.729
H 1.204 -2.644 3.512
H -0.119 -1.189 4.706
H -0.776 0.186 3.887
C 0.401 3.084 -1.864
C -0.738 2.132 -1.459
C -1.945 2.308 -2.381
C -1.128 2.336 0.010
O -0.334 0.780 -1.708
H 0.089 4.107 -1.662
H 0.621 2.986 -2.925
H 1.300 2.881 -1.289
H -2.283 3.340 -2.297
H -2.757 1.643 -2.090
H -1.674 2.113 -3.416
H -1.492 3.354 0.128
H -0.275 2.220 0.683
H -1.922 1.648 0.307
Br 7.277 -0.901 -3.616
C 6.160 0.196 -2.566
C 6.605 1.431 -2.127
N 5.876 2.267 -1.379
C 4.664 1.897 -1.028
C 4.131 0.681 -1.420
C 4.899 -0.198 -2.218
C 2.795 0.340 -1.027
O 2.134 0.960 -0.106
O 2.111 -0.625 -1.558
H 7.601 1.762 -2.393
H 4.091 2.590 -0.424
H 4.510 -1.153 -2.544
*
```

Gap between HOMO and LUMO (alpha / beta) (hartree): 0.2017 / 0.2016
Energy relative to the best compared isomer or geometry (same formula, charge and spin) (kJ/mol): 77.9

Löwdin atomic charge list, values in e, 2 entries: atom 1 (Pt): 1.6052, atom 2 (C): -0.0270

# 4
This record from OMol25 describes 10 unconnected molecules or ions with the total composition C4H30N2O10 in a non-equilibrium geometry. The level of theory is ωB97M-V/def2-TZVPD.

ORCA input file:
```
! wB97M-V def2-TZVPD RIJCOSX def2/J DEFGRID3
* xyz 0 1
N -2.803 -0.918 -1.461
C -1.388 -0.789 -1.718
C -0.591 -0.254 -0.507
N -1.213 -0.068 0.778
C -1.253 -1.262 1.703
C -0.760 -0.996 3.099
O 0.704 -1.103 3.070
H -3.285 -0.976 -2.346
H -3.100 -1.599 -0.777
H -1.228 -0.046 -2.501
H -0.986 -1.746 -2.098
H 0.299 -0.856 -0.321
H -0.169 0.666 -0.887
H -2.243 0.012 0.718
H -2.322 -1.522 1.680
H -0.820 -2.214 1.345
H -1.065 -0.040 3.490
H -0.919 -1.808 3.803
H 1.057 -0.228 3.245
H -2.890 2.448 -2.082
H -2.811 1.297 -1.041
O -2.834 2.268 -1.135
H 2.235 -0.738 -4.361
H 1.685 -1.130 -3.111
O 1.757 -1.504 -4.015
H 3.225 -2.762 0.921
H 1.765 -2.320 1.270
O 2.322 -2.742 0.602
H 0.405 1.286 1.326
H 1.018 2.660 0.932
O 1.237 1.776 1.246
H 2.412 -1.402 -0.848
H 2.935 -0.165 -0.454
O 2.877 -0.673 -1.308
H 2.735 0.724 1.538
H 4.164 0.640 1.231
O 3.384 0.074 1.169
H 3.459 1.280 -2.094
H 2.084 1.772 -1.936
O 2.702 1.496 -2.640
H -3.922 0.423 2.339
H -4.697 0.533 1.012
O -3.981 0.049 1.452
H -1.471 2.940 -0.407
H -1.288 3.367 1.050
O -0.886 3.481 0.184
*
```

Gap between HOMO and LUMO (hartree): 0.3449
Structure (SMILES): NCCNCCO.O.O.O.O.O.O.O.O.O
Energy relative to the best compared isomer or geometry (same formula, charge and spin) (kJ/mol): 254.4

Löwdin atomic charge list, values in e, 2 entries: atom 1 (N): -0.0053, atom 2 (C): -0.2455

no.,energy (eV)
1,-159663.333
2,-18156.612
3,-120009.291
4,-28089.286